[1]
ORCA calculation (wB97M-V/def2-TZVPD) on C56H53CaFN8O5S2SbSe as an isolated structure in a non-equilibrium geometry.

Summary:
gap between HOMO and LUMO (alpha / beta) = 2.5 / 2.5 eV

The geometry in ORCA input format:
```
! wB97M-V def2-TZVPD RIJCOSX def2/J DEFGRID3
* xyz -1 1
Ca -0.84536 -0.42222 1.74665
C 3.37243 -5.52829 7.23303
C 3.16975 -4.32530 6.34982
C 1.95631 -4.09890 5.71234
C 1.77999 -2.99802 4.88548
C 2.81759 -2.10807 4.70337
C 4.03661 -2.31124 5.33459
C 4.20587 -3.41214 6.15556
S 2.67601 -0.72657 3.56284
O 3.31550 -1.20190 2.35622
O 3.33825 0.39263 4.19803
N 1.13418 -0.46795 3.25267
C 0.33553 0.06921 4.21932
C 0.69473 0.32071 5.56674
C -0.23684 0.86882 6.41621
C -1.52369 1.15031 5.96044
C -1.81089 0.85164 4.64580
N -0.91309 0.33992 3.80625
H 2.45702 -6.11339 7.31076
H 3.67408 -5.21733 8.23487
H 4.15612 -6.17530 6.83423
H 1.12729 -4.78283 5.86157
H 0.82661 -2.81851 4.40801
H 4.83019 -1.59222 5.17262
H 5.15399 -3.57028 6.65807
H 1.68992 0.09018 5.91029
H 0.02899 1.06575 7.44849
H -2.27736 1.57329 6.60917
H -2.80213 0.99685 4.22750
F 0.20486 4.56728 -2.84768
C -0.92767 3.87656 -2.51893
C -0.99076 3.20283 -1.32312
C -2.14142 2.50842 -0.97297
C -2.11878 1.60376 0.18698
O -1.06802 1.51235 0.88946
C -3.43982 1.13963 0.61432
C -4.53073 1.44118 -0.10113
N -4.49930 2.14319 -1.29755
C -5.69656 2.31953 -2.05052
C -6.21781 3.72064 -2.22141
C -6.94398 2.74835 -1.34288
C -3.30108 2.64530 -1.76793
C -3.19592 3.29313 -2.99496
C -1.99125 3.88207 -3.39301
N -1.94523 4.51063 -4.67979
C -0.70492 4.40972 -5.41369
C -1.02153 4.62167 -6.88375
N -1.64111 5.98624 -7.01972
C -2.89343 6.10375 -6.20150
C -2.52299 5.83010 -4.74957
C -3.62876 0.21234 1.81241
O -4.57631 0.45428 2.57089
O -2.81526 -0.75801 1.90053
H -0.14555 3.18890 -0.64907
H -5.50271 1.08929 0.21035
H -5.80454 1.63856 -2.89150
H -6.65898 4.00484 -3.16892
H -5.65331 4.50595 -1.73694
H -7.88573 2.34655 -1.69015
H -6.88674 2.88818 -0.27256
H -4.02035 3.31203 -3.69324
H -0.28838 3.41317 -5.26347
H 0.05572 5.14551 -5.09856
H -1.74496 3.88180 -7.22040
H -0.12674 4.57908 -7.50374
H -1.82592 6.20689 -7.99536
H -0.96753 6.65762 -6.64298
H -3.59456 5.34500 -6.54318
H -3.31743 7.09779 -6.34060
H -3.42018 5.85294 -4.13279
H -1.84276 6.62644 -4.38825
C -4.02905 -5.11495 4.58116
N -2.79297 -5.40345 3.89848
C -2.44635 -6.59587 3.30091
C -1.26125 -6.42123 2.69915
N -0.86433 -5.10461 2.90887
C -1.82728 -4.45295 3.66340
S -1.85072 -2.93447 4.31801
C 0.28863 -4.55558 2.28720
C 1.40912 -5.35222 2.11361
C 2.50489 -4.79574 1.46799
C 2.43941 -3.49367 1.02356
C 1.26975 -2.78327 1.25839
N 0.21976 -3.30061 1.86993
H -4.42334 -6.02441 5.03227
H -4.76431 -4.69835 3.89035
H -3.82369 -4.36954 5.34711
H -3.06631 -7.47238 3.35847
H -0.68661 -7.09989 2.09759
H 1.43596 -6.36855 2.48223
H 3.40252 -5.38293 1.32229
H 3.27422 -3.02013 0.53343
H 1.16502 -1.74686 0.94523
Se -1.84642 -0.39173 -1.49158
C 6.01494 2.38891 -0.60445
C 5.56447 1.26863 0.07987
C 4.24692 0.84948 -0.05678
C 3.35579 1.52861 -0.88590
C 3.79418 2.71799 -1.46694
C 5.11229 3.13909 -1.34596
Sb 1.32868 0.70886 -1.18395
C 2.06428 -1.26372 -1.79000
C 1.16173 -2.32049 -1.88253
C 1.57607 -3.57444 -2.31310
C 2.90171 -3.79420 -2.65479
C 3.80784 -2.74674 -2.57409
C 3.39121 -1.48982 -2.15000
C 1.36602 1.08533 -3.36651
C 0.18413 0.95227 -4.09253
C 0.17432 1.12030 -5.47330
C 1.34235 1.44831 -6.15047
C 2.52694 1.57428 -5.43951
C 2.53752 1.37272 -4.06372
H 7.05653 2.68464 -0.55484
H 6.24164 0.71046 0.71606
H 3.91126 -0.02087 0.49397
H 3.09596 3.32644 -2.03436
H 5.43845 4.04345 -1.84880
H 0.11607 -2.16626 -1.63296
H 0.85636 -4.38342 -2.36709
H 3.22687 -4.77383 -2.98728
H 4.84836 -2.90508 -2.83700
H 4.11747 -0.68941 -2.08478
H -0.73133 0.67948 -3.56958
H -0.75124 0.96734 -6.02201
H 1.34155 1.57625 -7.22923
H 3.44767 1.82784 -5.95365
H 3.47720 1.43669 -3.53577
*
```

---

[2]
ORCA calculation (wB97M-V/def2-TZVPD) on C56H55AsKN5O4 as an isolated structure in a non-equilibrium geometry.

Summary:
gap between HOMO and LUMO = 6.2 eV

The geometry in ORCA input format:
```
! wB97M-V def2-TZVPD RIJCOSX def2/J DEFGRID3
* xyz -2 1
K 0.35132 -0.44433 -0.69801
C -4.94618 -0.05222 -1.99123
C -4.60158 0.48805 -0.63732
C -5.58798 0.95084 0.21801
C -5.28182 1.43655 1.48116
C -3.95498 1.46962 1.87992
C -2.93997 1.02546 1.04617
C -1.50778 1.15013 1.46816
C -3.25125 0.50524 -0.22660
N -2.28356 -0.06525 -1.01945
C -2.00083 0.38958 -2.21974
O -2.28769 1.50759 -2.71069
C -1.34086 -0.62418 -3.17034
C -1.57697 -0.42000 -4.52741
C -1.12600 -1.37974 -5.41793
C -0.45198 -2.48548 -4.93273
C -0.24322 -2.59546 -3.56020
N -0.68404 -1.68230 -2.70240
C 0.45143 -3.83867 -3.02044
O 1.01001 -4.57999 -3.85997
N 0.33900 -3.98881 -1.72688
C 0.81651 -5.14844 -1.14005
C 2.16498 -5.25753 -0.74446
C 3.12522 -4.18017 -1.15090
C 2.57402 -6.36174 -0.01512
C 1.68595 -7.37792 0.31159
C 0.37121 -7.28967 -0.11954
C -0.07232 -6.19582 -0.84603
C -1.49367 -6.08737 -1.31729
H -6.02410 -0.18781 -2.09387
H -4.44656 -1.00890 -2.15373
H -4.59583 0.61963 -2.77585
H -6.62139 0.91747 -0.11162
H -6.06603 1.78422 2.14409
H -3.69125 1.85619 2.85909
H -1.42661 1.63151 2.44380
H -0.93990 1.73276 0.73561
H -1.01943 0.17750 1.53839
H -2.10429 0.47159 -4.83352
H -1.30657 -1.26929 -6.48274
H -0.05995 -3.26723 -5.56642
H 3.08590 -4.03379 -2.23020
H 4.14862 -4.42521 -0.86151
H 2.86714 -3.22116 -0.69400
H 3.61281 -6.42944 0.29274
H 2.01735 -8.23216 0.88967
H -0.33169 -8.08295 0.11825
H -2.11380 -6.87642 -0.88631
H -1.54442 -6.15660 -2.40637
H -1.90619 -5.11298 -1.05106
C 2.51498 -0.48408 5.80093
C 1.53652 0.23416 4.87607
C 0.32595 -0.60236 4.55630
C -0.71831 -0.67076 5.46992
C -1.85930 -1.40581 5.20215
C -1.95780 -2.08949 3.99995
C -0.93465 -2.05404 3.06620
C -1.07462 -2.79633 1.76665
C -1.02121 -4.31319 1.94490
C 0.21831 -1.30574 3.35103
N 1.18465 -1.14208 2.35853
C 2.33343 -1.70386 2.43957
C 3.40988 -1.47870 1.53433
C 4.67085 -2.08669 1.59363
C 5.39540 -1.56718 0.52414
C 4.52888 -0.67040 -0.11451
N 3.33671 -0.60541 0.48191
H 3.35550 0.15928 6.05828
H 2.90943 -1.37659 5.31956
H 2.02354 -0.79495 6.72303
H 2.05285 0.51669 3.95574
H 1.20510 1.16293 5.35003
H -0.63728 -0.11234 6.39723
H -2.67283 -1.43250 5.91441
H -2.85368 -2.65082 3.76727
H -0.26738 -2.51465 1.09241
H -2.01244 -2.51255 1.28258
H -0.07673 -4.61459 2.39998
H -1.09526 -4.81187 0.98187
H -1.83073 -4.66574 2.58711
H 2.54388 -2.41252 3.25461
H 4.98704 -2.82530 2.31190
H 6.40432 -1.81083 0.23112
H 4.73714 -0.06547 -0.98566
O 1.88779 1.59774 1.45274
H 2.45710 0.91929 1.01823
H 1.28938 1.03144 1.95411
O 0.64148 1.72540 -1.38847
As 0.43265 3.34145 -1.31079
C -1.25330 4.09934 -1.87582
C -1.28809 5.04456 -2.88850
C -2.50085 5.59756 -3.27751
C -3.67385 5.20236 -2.65687
C -3.64018 4.25238 -1.64709
C -2.43380 3.69342 -1.26332
C 0.76288 4.19360 0.40056
C -0.26364 4.74256 1.15453
C 0.01354 5.34462 2.37423
C 1.31724 5.40940 2.83514
C 2.34467 4.85950 2.08357
C 2.06634 4.24285 0.87821
C 1.74057 4.13391 -2.49867
C 2.00347 3.40998 -3.65680
C 2.94060 3.87271 -4.56625
C 3.62472 5.05369 -4.31674
C 3.36552 5.77379 -3.16219
C 2.42277 5.31577 -2.25262
H -0.37348 5.35795 -3.38145
H -2.52436 6.33118 -4.07307
H -4.62009 5.62250 -2.97229
H -4.55160 3.91162 -1.17685
H -2.42972 2.91975 -0.50473
H -1.28566 4.70756 0.80327
H -0.79503 5.75702 2.96216
H 1.53294 5.87710 3.78622
H 3.36081 4.87623 2.45394
H 2.86373 3.76551 0.32228
H 1.48194 2.47335 -3.82741
H 3.14537 3.30342 -5.46229
H 4.36646 5.40879 -5.01989
H 3.90176 6.69151 -2.96249
H 2.21697 5.88813 -1.35497
*
```

---

- Which formula does entry 2 have?
  C56H55AsKN5O4